A cluster of 2 separate species, C7H13N in total at a distorted geometry. Source: the Open Molecules 2025 dataset; level of theory: ωB97M-V/def2-TZVPD.

The total charge is 0. The value obtained for the frontier orbital gap is 9.380 eV. As for the molar mass: 111.19 g mol⁻¹. The multiplicity is 1. As for the energy: -8954.519 eV. The energy above the lowest of the compared OMol25 structures with the same formula, charge and spin is 124.8 kcal per mole. The value obtained for the max |F| is 4.1 eV/Å.

Geometry (Å):
C -1.4593 -0.2005 -0.7638
C 1.7836 1.2885 1.2700
C 1.1399 -1.8173 0.1377
C -2.7422 -0.2329 0.0295
C 0.9058 0.9014 0.0996
C 1.0638 -0.5020 -0.5150
C 1.4589 0.5181 -1.2480
N -0.4423 1.2367 0.2417
H -0.7142 1.8226 -0.5411
H 1.4364 0.8661 -2.2670
H -1.1812 -1.2036 -1.0798
H -1.5245 0.3673 -1.6942
H 1.3034 1.0064 2.2081
H 2.7555 0.8017 1.2041
H 1.9358 2.3687 1.2882
H 1.1997 -2.6142 -0.6067
H 2.0303 -1.8634 0.7690
H 0.2652 -1.9899 0.7633
H -2.5879 -0.7310 0.9876
H -3.1133 0.7704 0.2283
H -3.5134 -0.7930 -0.5116

Results of the Löwdin charge analysis, in e, for atoms 1 through 8: -0.102, -0.046, -0.043, -0.154, -0.563, -0.229, 0.059, 0.108